(1)
ORCA calculation (ωB97M-V/def2-TZVPD) on an isolated molecule of C12H12FN3O4 in a non-equilibrium geometry.

```
32
Properties=species:S:1:pos:R:3:forces:R:3
O -3.519 2.307 -1.339 -0.19 1.89 0.01
C -3.218 2.810 0.037 0.38 -1.25 -1.42
C -1.925 2.055 0.283 -0.21 -1.01 1.59
C -1.690 0.845 0.902 -0.64 2.47 -0.98
F -2.494 0.182 1.732 -0.73 -0.13 -0.19
C -0.288 0.436 0.869 1.07 0.09 -1.58
N 0.086 -0.911 0.389 -2.30 1.24 -0.42
C -0.913 -1.763 -0.237 6.11 -1.43 1.53
C -0.253 -2.933 -0.504 0.19 -0.37 -0.56
C 1.208 -2.756 -0.161 -4.50 1.05 -0.85
C 2.323 -3.464 -0.364 2.14 -2.92 -0.35
O 2.324 -4.764 -0.881 -1.15 2.20 0.48
N 3.523 -3.019 0.012 -0.25 1.74 1.33
C 3.524 -1.780 0.593 -0.77 -0.98 -2.26
N 2.495 -0.922 0.605 2.44 1.38 1.86
C 1.351 -1.413 0.313 -3.19 -3.45 -1.01
C 0.217 1.462 -0.234 4.05 -3.09 2.08
O 1.593 1.799 0.064 -0.83 -0.57 -0.78
C -0.627 2.600 -0.280 -1.64 3.12 -0.50
O -0.192 3.725 0.584 0.56 -0.56 -1.45
H -3.717 1.367 -1.430 0.13 0.14 0.90
H -3.038 3.946 0.007 -0.45 -1.90 -0.21
H -4.075 2.523 0.661 0.55 0.34 0.19
H 0.063 0.519 1.883 0.86 0.45 0.30
H -1.884 -1.464 -0.285 -2.44 0.69 -0.14
H -0.755 -3.817 -0.966 0.84 0.85 0.54
H 3.243 -4.924 -1.066 0.89 -0.39 -0.06
H 4.462 -1.398 0.918 0.61 0.14 0.24
H 0.167 0.890 -1.167 -0.10 0.13 -0.04
H 2.017 0.919 0.145 0.42 0.69 0.18
H -0.720 2.874 -1.372 -0.16 0.51 1.21
H 0.709 4.068 0.290 -1.69 -1.06 0.35
```
Forces are in eV/Å.

---

(2)
ORCA calculation (ωB97M-V/def2-TZVPD) on an isolated molecule of C12H12FNO2.

```
28
Properties=species:S:1:pos:R:3:forces:R:3
C -3.049 -2.186 0.945 0.15 -0.03 -0.15
C -2.606 -1.189 -0.140 -0.13 0.09 0.09
C -1.195 -1.441 -0.662 0.03 -0.09 0.01
C -0.617 -0.268 -1.487 -0.10 0.03 -0.03
C 0.720 0.184 -0.981 0.11 -0.08 -0.06
C 1.897 -0.320 -1.529 0.16 0.17 0.07
C 3.138 0.069 -1.033 -0.24 -0.19 -0.06
F 4.228 -0.461 -1.604 0.11 0.00 -0.06
C 3.299 0.948 0.020 -0.06 0.09 0.06
C 2.126 1.432 0.559 0.16 -0.17 -0.15
C 0.875 1.068 0.080 0.10 0.08 0.16
C -0.138 1.785 0.898 -0.19 -0.09 0.27
O -1.328 1.878 0.738 0.10 0.01 0.02
N 0.570 2.381 1.966 0.22 0.53 -0.69
C 1.955 2.382 1.694 -0.31 -0.15 0.19
O 2.783 3.029 2.273 0.02 -0.01 -0.01
H -3.923 -2.757 0.639 -0.06 -0.01 0.04
H -3.287 -1.674 1.875 -0.04 -0.03 0.06
H -2.257 -2.906 1.160 -0.01 -0.01 0.03
H -2.653 -0.170 0.249 -0.01 -0.04 -0.01
H -3.304 -1.235 -0.977 -0.01 0.10 -0.07
H -0.532 -1.654 0.182 -0.01 0.02 0.01
H -1.204 -2.337 -1.284 0.10 -0.11 0.09
H -1.313 0.569 -1.451 0.00 0.02 -0.04
H -0.502 -0.565 -2.529 -0.05 0.04 -0.04
H 1.866 -1.015 -2.359 0.01 -0.01 0.00
H 4.272 1.231 0.392 0.03 -0.01 -0.01
H 0.180 3.223 2.367 -0.09 -0.17 0.28
```
Forces are in eV/Å.

---

Number 1: LUMO level 0.41 eV, electronic energy -1029.497510 Ha. Number 2: LUMO level -0.45 eV, electronic energy -769.617123 Ha.